1.
The following is a quantum chemistry calculation of a molecular structure, C26H35BCl2F4N6OSSbSn, from the OMol25 dataset.

Output
**Kohn-Sham gap**: 8.4 eV
**Total charge**: +1
**Energy above the lowest of the compared OMol25 structures with the same formula, charge and spin**: 201.43 kJ/mol
**Highest occupied orbital energy**: -10.40 eV
**Multiplicity**: 1

Cartesian coordinates (Å):
Sn -0.08631 0.07393 -0.07593
C -0.88362 -4.34199 0.23488
C -1.29898 -3.51730 1.41242
C -2.32018 -3.96196 2.24281
C -2.72359 -3.17986 3.30605
C -2.05382 -1.99412 3.53843
C -1.00904 -1.63591 2.69211
N -0.64977 -2.36215 1.63469
Sb 0.02067 0.08156 3.52416
C -1.47593 1.42628 2.73397
C -2.18766 2.26668 3.57048
C -3.08165 3.16909 3.01268
C -3.22451 3.20094 1.64088
C -2.47854 2.33603 0.84554
C -2.62417 2.37351 -0.64305
N -1.61745 1.46261 1.40003
C 1.44996 1.06944 2.22965
C 1.89770 2.23081 2.83835
C 2.89023 2.96989 2.21316
C 3.42516 2.48197 1.04248
C 2.93000 1.30062 0.49239
C 3.58029 0.75355 -0.73896
N 1.92496 0.62418 1.06284
H 0.09641 -4.78500 0.41824
H -0.81524 -3.72872 -0.66132
H -1.59552 -5.14549 0.05641
H -2.81067 -4.90133 2.03046
H -3.53582 -3.49199 3.94850
H -2.32252 -1.36336 4.37790
H -2.04450 2.21218 4.64137
H -3.65535 3.83807 3.63973
H -3.90391 3.89682 1.17005
H -3.53334 2.90092 -0.92541
H -2.67839 1.35930 -1.04408
H -1.77645 2.89003 -1.08906
H 1.48171 2.55332 3.78599
H 3.25013 3.89307 2.64661
H 4.22417 3.00480 0.53548
H 4.60812 0.47079 -0.50403
H 3.61200 1.51134 -1.51990
H 3.04407 -0.10754 -1.12112
Cl 2.84211 -2.74568 2.20578
C 3.37115 -2.93772 0.53809
Cl 2.27429 -2.16575 -0.62688
H 3.39696 -3.99652 0.30393
H 4.34465 -2.47322 0.42366
C -5.51265 -2.38413 -1.75741
N -4.23165 -2.43450 -2.41823
C -4.08996 -3.03011 -3.74002
C -2.59962 -2.81706 -4.05848
N -2.07413 -2.31867 -2.79049
C -3.06448 -2.00407 -1.92857
S -2.86150 -1.23935 -0.44284
H -6.21526 -1.78479 -2.33926
H -5.38555 -1.93639 -0.77568
H -5.91856 -3.39152 -1.64710
H -4.74721 -2.52382 -4.44988
H -4.36578 -4.08671 -3.71554
H -2.45539 -2.08747 -4.85792
H -2.10221 -3.74300 -4.34217
H -1.23574 -1.75156 -2.76371
F 0.50389 3.05274 -2.45611
B 1.31384 2.61391 -1.42024
F 1.80872 1.31559 -1.70399
F 0.47313 2.41722 -0.25619
F 2.31884 3.48082 -1.12985
C -0.22115 2.20236 -5.36300
N -0.04961 1.08100 -4.45472
C 1.09665 0.21866 -4.68371
C -0.75363 1.01016 -3.34527
O -0.59295 0.14965 -2.45968
H -0.11162 1.85569 -6.38930
H 0.52787 2.96722 -5.15613
H -1.21117 2.63440 -5.23803
H 0.94440 -0.37597 -5.58527
H 1.23948 -0.42732 -3.82330
H 1.98905 0.83194 -4.80650
H -1.52435 1.77932 -3.24820


2.
The following is a quantum chemistry calculation of a molecular structure, C26H35BFeN8OSTe, from the OMol25 dataset.

Output
**Kohn-Sham gap (alpha / beta)**: 6.7 / 3.0 eV
**Total charge**: +2
**Highest occupied orbital energy (alpha / beta)**: -12.61 / -12.61 eV
**Multiplicity**: 5

Cartesian coordinates (Å):
Fe -1.03288 -0.15602 -0.69446
C -3.40974 -2.69939 -1.03605
C -3.41513 -1.83258 0.17802
C -4.32175 -1.73774 1.24579
C -3.96095 -0.63482 1.99908
N -2.90912 -0.02288 1.41385
N -2.49891 -0.83982 0.30694
B -2.53738 1.48725 1.46735
N -2.93491 2.19361 0.08630
C -4.17399 2.58423 -0.30189
C -4.30786 2.26444 -1.67928
C -3.07051 1.75363 -2.11216
C -2.55001 1.51855 -3.49641
N -2.24769 1.70356 -1.07063
N -0.98640 1.58067 1.61722
C -0.21337 2.46256 2.31415
C 1.03227 2.57091 1.75744
C 0.98607 1.67294 0.61468
C 2.05919 1.46549 -0.42045
N -0.17791 1.05833 0.62281
N -3.28291 2.08828 2.68031
C -3.36381 3.42057 3.05147
C -3.45756 3.48765 4.42743
C -3.37070 2.16700 4.89233
C -3.12774 1.68800 6.29083
N -3.34055 1.33806 3.84041
H -2.42684 -3.22687 -1.13499
H -3.55542 -2.08144 -1.91473
H -4.20697 -3.46092 -0.96687
H -5.21294 -2.41932 1.37264
H -4.45463 -0.25137 2.92548
H -5.03348 2.86709 0.36972
H -5.18997 2.40257 -2.34043
H -3.34667 1.46700 -4.25895
H -2.05347 0.49690 -3.53241
H -1.76544 2.20809 -3.81922
H -0.56690 3.01972 3.20035
H 1.88715 3.16154 2.02347
H 3.03203 1.28374 0.06116
H 2.26330 2.33179 -1.08272
H 1.76113 0.60549 -1.11576
H -3.32871 4.26785 2.36175
H -3.62251 4.41617 5.03398
H -4.01439 1.14351 6.59900
H -3.04099 2.56135 6.94849
H -2.25912 1.02803 6.33055
Te 4.24021 -0.83419 -3.15907
C 5.85110 -0.40011 -1.89632
C 6.41604 0.88632 -1.88236
C 7.71770 1.02621 -1.38200
C 8.34697 -0.00667 -0.72488
C 7.73624 -1.22232 -0.59307
C 6.52146 -1.47388 -1.26930
H 5.86028 1.66653 -2.43081
H 8.20553 1.97161 -1.53674
H 9.37312 0.11833 -0.32517
H 8.14479 -1.96852 0.10302
H 6.12970 -2.50522 -1.33744
C 2.20878 -2.16076 0.40048
C 1.95264 -2.85291 -0.94016
S 0.24642 -2.60373 -1.57273
O 0.21360 -1.11528 -2.03441
C 0.47136 -3.20466 -3.22020
C 0.87147 -4.66101 -3.31958
H 3.14686 -2.62401 0.81398
H 1.45895 -2.35503 1.18924
H 2.34343 -1.09125 0.27366
H 2.19611 -3.92974 -0.91246
H 2.60969 -2.41999 -1.71982
H 1.15697 -2.52975 -3.80574
H -0.54740 -3.10366 -3.66359
H 1.85700 -4.80625 -2.84298
H 0.90893 -4.90738 -4.41658
H 0.11112 -5.29606 -2.85055


3.
The following is a quantum chemistry calculation of a molecular structure, C26H35BrClCsN2O3S, from the OMol25 dataset.

Output
**Kohn-Sham gap**: 6.0 eV
**Total charge**: -2
**Highest occupied orbital energy**: -2.03 eV
**Multiplicity**: 1

Cartesian coordinates (Å):
Cs 0.44461 -0.18502 -1.67359
C 4.58631 0.54318 0.85851
C 3.83451 0.41448 -0.46779
O 2.62421 0.23228 -0.42099
C 4.60331 0.48708 -1.68739
C 6.00381 0.53908 -1.66039
C 6.76921 0.54948 -2.80039
C 6.13091 0.53018 -4.04779
C 4.77331 0.51158 -4.12389
C 3.91501 0.48108 -2.96589
O 2.67371 0.45548 -3.10289
H 3.84521 0.56758 1.65411
H 5.18711 1.44838 0.88131
H 5.24261 -0.31392 0.99711
H 6.50901 0.55058 -0.70159
H 7.85191 0.56498 -2.73939
H 6.72811 0.53148 -4.95529
H 4.27681 0.49608 -5.08389
C -2.88989 0.53768 6.36101
C -3.60539 1.02318 5.09101
C -5.06239 0.53628 5.09921
C -3.61579 2.55338 5.10641
C -2.88899 0.47188 3.86661
C -2.32329 1.28148 2.89251
C -1.68239 0.72228 1.81291
Br -0.92609 1.91988 0.50751
C -1.53519 -0.66982 1.57201
O -0.93689 -1.11302 0.55361
C -2.13809 -1.48782 2.60221
C -2.77189 -0.90882 3.67911
C -2.05749 -3.00322 2.44421
C -2.72119 -3.80492 3.57321
C -2.75849 -3.38992 1.13621
C -0.58069 -3.41542 2.40221
H -3.37779 0.92128 7.25871
H -1.85759 0.88178 6.34931
H -2.88649 -0.54822 6.40691
H -5.59929 0.92088 5.96831
H -5.10409 -0.54962 5.12031
H -5.56509 0.87968 4.19751
H -4.13039 2.91338 5.99731
H -4.13149 2.94008 4.23121
H -2.60059 2.94188 5.11461
H -2.36979 2.35708 2.94971
H -3.20919 -1.55762 4.42631
H -3.78659 -3.59072 3.63951
H -2.25389 -3.59932 4.53511
H -2.60419 -4.87002 3.36251
H -3.81979 -3.14922 1.20281
H -2.65029 -4.45672 0.93321
H -2.32439 -2.82822 0.31481
H -0.10889 -3.19342 3.36031
H -0.07469 -2.85462 1.62221
H -0.47889 -4.48302 2.19831
S -1.04459 3.02408 -3.98879
C -0.12559 2.24628 -5.13749
N -0.57219 1.19238 -5.81919
C 0.25701 0.55718 -6.81749
C 1.72421 0.69888 -6.44069
C 2.03521 2.18548 -6.34299
N 1.03751 2.83548 -5.52129
H -1.20849 0.53618 -5.35089
H 0.06691 1.04698 -7.78349
H -0.04359 -0.49022 -6.86689
H 2.37321 0.21198 -7.17099
H 1.87231 0.24528 -5.46019
H 2.01581 2.63608 -7.35009
H 3.02911 2.34678 -5.91339
H 1.33971 3.57008 -4.89859
Cl -1.32879 -1.57542 -4.98629


4.
The following is a quantum chemistry calculation of a molecular structure, C26H35CrGe2N4O6S2Se, from the OMol25 dataset.

Output
**Kohn-Sham gap (alpha / beta)**: 7.7 / 6.9 eV
**Energy above the lowest of the compared OMol25 structures with the same formula, charge and spin**: 0.00 kJ/mol
**Highest occupied orbital energy (alpha / beta)**: -7.22 / -8.64 eV
**Multiplicity**: 6

Cartesian coordinates (Å):
Cr -0.72892 -0.05937 0.72842
O -1.00077 -2.16556 3.19043
S -0.22694 -1.05357 3.71060
O -0.55869 -0.66293 5.05713
O -0.24414 0.10466 2.78139
C 1.48781 -1.58329 3.70691
C 1.98708 -1.93431 4.95011
C 3.28157 -2.41523 5.09712
C 4.09152 -2.54939 3.98488
C 3.60261 -2.19241 2.73403
C 2.31385 -1.70237 2.58176
S 1.90618 -1.22866 0.89465
O 2.88023 -1.83937 0.03970
O 0.50998 -1.73192 0.66834
O 1.85665 0.22970 0.84498
H 1.34489 -1.82724 5.81253
H 3.64495 -2.68447 6.07984
H 5.10012 -2.92883 4.07693
H 4.22412 -2.29468 1.85666
N -2.27619 -2.74045 0.38003
N -2.57112 -1.46540 0.99210
H -2.74083 -3.47664 0.90487
H -1.27959 -2.88789 0.51680
H -2.46175 -1.56293 2.00316
H -3.53146 -1.23179 0.77680
C 0.94648 3.51106 1.66822
N -0.01559 3.15509 2.70104
C 0.24175 3.16384 4.05259
C -0.82038 2.59700 4.66510
N -1.71486 2.25320 3.67993
C -2.90417 1.45304 3.89262
C -1.20026 2.56620 2.48331
Se -1.92929 2.21129 0.79012
H 1.73620 4.09273 2.13694
H 0.45417 4.10389 0.90076
H 1.36031 2.60549 1.22771
H 1.15266 3.57062 4.45034
H -1.01573 2.39308 5.70094
H -3.30694 1.68562 4.87524
H -2.63850 0.39606 3.84883
H -3.63439 1.69153 3.12381
C -3.14019 2.30500 -2.54992
Ge -2.35320 0.55550 -2.95039
C -3.71257 -0.76480 -2.46867
C -1.91901 0.41966 -4.86366
Ge -0.17157 0.00911 -1.90922
C 1.15745 1.36228 -2.35198
C 2.51734 1.16623 -2.10109
C 3.44649 2.13021 -2.45880
C 3.03328 3.30968 -3.06446
C 1.68554 3.52318 -3.30847
C 0.75611 2.55670 -2.94719
C 0.28444 -1.65818 -2.79935
C -0.56749 -2.75614 -2.66211
C -0.29878 -3.94650 -3.31878
C 0.83193 -4.05957 -4.11579
C 1.69113 -2.97993 -4.25376
C 1.42203 -1.78852 -3.59591
H -3.95851 2.44722 -3.26020
H -2.45237 3.14194 -2.64889
H -3.56134 2.33157 -1.54605
H -4.65523 -0.46713 -2.93128
H -3.84665 -0.79076 -1.39029
H -3.45612 -1.76682 -2.80481
H -2.84676 0.50723 -5.43279
H -1.46029 -0.54242 -5.08536
H -1.24003 1.21075 -5.17792
H 2.85602 0.25867 -1.61568
H 4.49700 1.96083 -2.26011
H 3.76145 4.06128 -3.34181
H 1.35387 4.44158 -3.77570
H -0.29292 2.75015 -3.14037
H -1.43944 -2.69292 -2.02056
H -0.96838 -4.78926 -3.20258
H 1.04753 -4.99158 -4.62295
H 2.57586 -3.06628 -4.87126
H 2.10078 -0.95332 -3.71948


| no. | E (Eh) |
| --- | --- |
| 1 | -3612.999586 |
| 2 | -3479.206013 |
| 3 | -4799.679924 |
| 4 | -10078.381508 |